Entry 1:
Here is a 2-piece molecular cluster, C4H4N2O3 overall at a distorted geometry from the OMol25 dataset. Energies are from ωB97M-V/def2-TZVPD.

```
13
Properties=species:S:1:pos:R:3:forces:R:3:mulliken_charge:R:1
O -1.5175 0.6962 2.2024 0.22 1.13 1.23 -0.504
O 1.2112 1.8277 -0.5082 0.40 0.63 -0.64 -0.377
O 1.2467 2.3467 -2.7793 0.26 0.07 1.09 -0.372
N 0.3078 -0.3422 0.9541 4.33 2.42 2.15 -0.189
N -0.1314 -1.4595 -1.0425 -0.64 -0.33 -0.08 -0.608
C -2.1666 -0.3882 1.1980 -1.37 -1.08 -0.53 -0.413
C 1.2614 2.1256 -1.6342 -0.57 -0.48 -0.60 0.743
C -0.9152 -0.1553 1.3839 -1.81 -0.21 -1.46 0.473
C 0.6759 -0.9881 -0.2025 -1.43 -1.13 0.66 -0.123
H 0.3086 -2.2064 -1.5842 0.07 0.69 -0.30 0.259
H 1.1477 0.1616 1.5109 -2.92 -1.61 -1.72 0.314
H -3.0946 -0.3502 0.6071 1.08 0.28 0.53 0.287
H 1.6661 -1.2680 -0.1056 2.40 -0.39 -0.33 0.511
```
Positions in Å, forces in eV/Å.

Output
- SMILES string = [H]/N=C/NC1=CO1.O=C=O
- largest force on an atom (eV/A) = 5.4
- HOMO energy (eV) = -7.647
- charge = 0
- E (eV) = -13331.34729
- 2S+1 = 1
- gap between HOMO and LUMO (eV) = 7.923

Entry 2:
Here is C25H22CaN14O5SSe2 as an isolated structure at a distorted geometry from the OMol25 dataset. Energies are from ωB97M-V/def2-TZVPD.

```
70
Properties=species:S:1:pos:R:3:forces:R:3:mulliken_charge:R:1
Se 0.4640 1.5577 5.6134 -0.29 -0.22 -0.08 -0.415
Se -1.7703 1.0828 4.2389 0.54 0.39 1.41 0.259
Ca -1.1703 -1.0257 1.3869 1.06 -0.61 0.71 2.328
S -3.2788 0.4513 1.6842 -3.22 2.15 0.60 1.137
O -4.3481 1.1325 0.9834 0.08 -0.03 -0.14 -0.761
O -1.9525 0.9489 1.2886 -0.09 1.14 -0.24 -0.537
O -3.4637 0.7401 3.1880 -0.23 -0.19 -0.64 -0.633
O -3.3358 -0.9989 1.5047 -0.72 -0.60 -0.15 -0.589
O 1.8019 -2.6520 -5.5951 0.15 -0.25 -0.09 -0.733
N 1.0240 -1.0671 1.1148 1.83 -0.43 0.07 0.460
N -1.7213 -1.6359 3.7794 0.02 0.20 -0.04 0.230
N 0.9545 -2.9917 2.5397 0.10 -0.20 0.12 0.131
N 3.0987 -1.1375 0.5665 0.49 0.25 -0.24 -0.945
N -0.7829 -3.1687 0.8864 0.61 -1.32 0.30 0.602
N -1.3760 -0.7924 -1.0247 -0.07 -0.01 -0.02 0.222
N 0.7644 1.5519 2.8725 -0.05 -0.23 -0.36 0.175
N 0.7432 -1.8949 -3.7537 0.31 -0.33 0.31 0.044
N 2.9217 -2.1464 1.4166 -0.29 -0.43 0.48 -0.560
N 1.2554 -0.4771 -5.5768 -0.08 0.02 -0.44 -0.044
N 1.9904 -0.5086 0.3782 -0.04 0.32 -0.51 -0.300
N -1.1935 -5.2686 1.0724 -0.25 -0.41 -0.17 -0.637
N -1.5164 -4.1950 0.4419 -0.60 -0.20 -0.45 -0.719
N -0.2231 -5.0167 1.9580 0.43 0.43 0.45 -0.552
C 1.6124 1.0845 -3.7063 0.09 -0.04 -0.08 -0.516
C 1.3060 0.8137 -5.0372 0.12 0.38 0.11 0.452
C 1.0739 1.8780 -5.9063 -0.03 -0.20 0.05 -0.685
C -2.1976 0.0565 -1.6195 -0.37 0.35 -0.41 -0.230
C -0.2668 -1.1903 -3.0966 -0.70 0.39 0.26 -0.068
C 1.6341 -2.0788 1.7352 0.71 0.57 -0.37 -0.081
C 1.3094 2.0427 3.9649 -0.02 -0.08 0.53 0.136
C -0.4533 -1.4094 -1.7276 0.50 -0.14 -0.72 -0.594
C 1.5679 4.8738 -3.6429 -0.05 -0.05 0.07 -1.396
C 1.4574 3.4604 -4.1316 0.00 0.07 -0.08 0.608
C -2.7214 -3.3356 5.1229 0.06 0.13 -0.06 -0.947
C -2.8533 -2.4469 6.1795 0.07 -0.01 -0.13 -0.177
C -1.1429 -0.3187 -3.7360 -0.05 -0.19 0.18 -0.240
C 0.0035 -3.7146 1.8230 -0.20 -0.88 -0.35 -0.074
C 2.3978 2.9153 3.9338 0.00 -0.03 -0.04 -0.674
C -2.1226 0.3069 -2.9845 -0.03 -0.08 0.14 -1.214
C 1.6756 2.3928 -3.2685 -0.04 0.03 -0.17 -0.778
C -1.9114 -0.7655 4.7587 -0.35 0.28 0.43 0.335
C 1.2009 1.9398 1.6895 0.22 0.47 -0.18 -0.443
C -2.1488 -2.8759 3.9470 -0.24 -0.70 0.35 0.006
C 1.1508 3.1821 -5.4561 0.07 0.01 0.11 -0.704
C 2.8821 3.2946 2.6976 0.02 0.08 -0.10 -0.399
C 1.2984 -1.7233 -4.9870 -0.02 -0.09 -0.11 0.278
C 2.2637 2.8198 1.5467 0.00 0.02 -0.06 -0.658
C -2.4525 -1.1363 5.9940 0.16 0.06 -0.11 -0.908
H 2.8211 3.2728 4.8614 0.05 0.07 0.01 0.372
H 0.1642 -2.1115 -1.1831 0.14 -0.06 0.00 0.425
H -2.5842 -0.3902 6.7642 0.00 0.04 -0.04 0.423
H 1.8231 0.2911 -3.0085 0.02 -0.11 0.09 0.770
H 0.7990 5.0787 -2.9001 -0.05 0.11 0.08 0.312
H 0.8354 1.6795 -6.9440 -0.03 -0.05 -0.05 0.361
H -2.9320 0.5318 -0.9799 -0.03 0.08 -0.14 0.406
H -2.8309 0.9672 -3.4668 0.01 0.06 0.09 0.429
H -1.0734 -0.1436 -4.7984 -0.01 -0.01 -0.05 0.564
H 1.4577 5.5812 -4.4625 -0.01 0.07 -0.02 0.331
H 2.5347 5.0382 -3.1696 0.06 0.08 0.04 0.343
H 1.5102 -0.5270 -6.5551 0.00 -0.16 0.26 0.253
H 1.9089 2.5789 -2.2321 0.06 0.01 0.19 0.635
H 0.9984 -2.7669 -3.3087 0.08 0.04 -0.24 0.262
H 3.7216 3.9795 2.6210 -0.01 -0.05 0.03 0.346
H -2.0588 -3.5389 3.1030 0.05 -0.16 -0.13 0.197
H -3.0670 -4.3565 5.1924 0.02 -0.05 -0.02 0.430
H -3.3058 -2.7692 7.1095 0.03 0.06 0.06 0.349
H 0.9712 3.9944 -6.1482 0.00 0.07 -0.04 0.280
H 1.5883 -3.5994 3.0477 -0.16 0.10 -0.13 0.363
H 0.6596 1.5477 0.8375 0.17 0.04 -0.05 0.582
H 2.6094 3.1110 0.5657 0.03 0.01 -0.08 0.376
```
Positions in Å, forces in eV/Å.

Output
- largest force on an atom (eV/A) = 3.9
- HOMO energy (eV) = -2.444
- charge = -2
- E (eV) = -217352.69577
- 2S+1 = 1
- gap between HOMO and LUMO (eV) = 6.236

Entry 3:
Here is one molecule with the formula C4H7NO at a distorted geometry from the OMol25 dataset. Energies are from ωB97M-V/def2-TZVPD.

```
13
Properties=species:S:1:pos:R:3:forces:R:3:mulliken_charge:R:1
O 0.7125 1.0011 1.9780 -0.17 -0.09 -0.37 -0.548
N -0.7262 0.3227 0.3641 -1.25 -0.29 0.52 0.044
C -1.1610 -0.9553 -0.3684 0.30 0.15 0.27 -0.107
C 0.5894 0.5453 0.8707 0.65 -0.03 0.35 0.556
C -1.0044 0.2762 -1.1337 -0.33 0.27 -1.15 -0.736
C 1.6755 0.1850 -0.0809 0.22 0.16 -0.11 -1.087
H -1.9675 0.7753 -1.3179 0.24 -0.13 0.30 0.127
H -2.1133 -1.3671 -0.0237 0.10 0.23 0.19 0.260
H -1.4264 0.6595 1.0281 0.19 -0.09 -0.13 0.332
H 2.5862 0.7121 0.1870 -0.01 -0.01 0.07 0.329
H -0.3646 -1.6940 -0.3694 0.01 -0.03 -0.07 0.133
H 1.8669 -0.8867 -0.0432 -0.01 -0.09 0.05 0.263
H 1.3329 0.4259 -1.0904 0.07 -0.04 0.07 0.435
```
Positions in Å, forces in eV/Å.

Output
- largest force on an atom (eV/A) = 1.4
- HOMO energy (eV) = -7.668
- charge = 0
- E (eV) = -7795.68417
- 2S+1 = 1
- gap between HOMO and LUMO (eV) = 8.542

Entry 4:
Here is C51H63IN5O7PRbSb as an isolated structure at a distorted geometry from the OMol25 dataset. Energies are from ωB97M-V/def2-TZVPD.

```
130
Properties=species:S:1:pos:R:3:forces:R:3:mulliken_charge:R:1
I -0.0997 -2.9392 2.5522 -0.04 0.31 0.12 0.354
Sb 0.7004 3.2759 -0.6672 0.34 -0.59 0.25 -0.299
Rb 0.8560 -0.2073 0.4745 0.40 0.25 0.32 1.916
P -2.8340 -2.9907 0.5142 0.15 0.30 -1.05 0.795
O 2.8095 -0.8248 3.1110 0.07 -0.12 -1.67 -0.831
O 1.1831 1.9594 3.5704 1.04 -0.25 -1.21 -0.864
O -1.6507 1.0563 2.6623 1.43 1.29 1.06 -0.504
O 3.2018 1.6236 1.5576 -0.45 -0.13 0.13 1.508
O 2.1315 -0.3457 -2.6138 0.21 1.27 -0.79 -0.615
O 2.2575 -2.6867 1.1475 1.06 -0.93 -0.84 -0.740
O 4.4201 3.8212 2.7401 -0.11 -0.67 0.46 -0.502
N 3.6811 -0.8783 0.1152 1.78 1.92 -0.83 0.700
N -3.3399 -0.9291 -4.9522 2.83 -1.50 1.34 -0.801
N -0.5526 -1.2169 -1.6652 -0.37 -0.39 -1.80 -0.427
N -1.1388 -1.7401 -4.0039 -1.22 -0.01 -1.11 -0.930
N 3.5252 -2.0093 -0.6805 0.18 -0.93 0.62 -0.822
C 6.2275 3.5729 1.2367 0.89 -0.99 1.02 -0.464
C -5.4404 -4.6447 3.0750 0.01 0.62 2.87 -0.870
C -1.7996 -1.5126 4.5971 0.55 0.05 -0.41 -0.081
C 5.0334 3.1247 1.7338 0.14 -0.70 -1.22 -0.469
C 6.4629 1.5500 -0.0588 1.01 -0.40 -1.15 -0.827
C 2.3993 -5.5885 -2.6827 -0.09 0.17 2.47 -0.938
C 1.1300 5.2492 1.6676 0.48 0.00 0.07 -1.866
C -4.6110 -4.4516 2.0097 1.70 1.18 0.18 -0.975
C -3.0826 -6.2810 -2.7532 1.76 -1.70 -1.54 -0.319
C -0.8106 2.7984 -2.2198 0.17 1.39 -0.44 2.079
C -6.3968 -0.9430 -0.0513 -1.15 -0.31 -0.52 -0.713
C 2.8579 -2.9129 0.0149 -1.79 0.81 0.72 -0.354
C -1.3513 3.9001 -3.1461 0.77 0.38 -1.11 -1.770
C -4.2501 -5.8050 -2.2805 -0.93 0.76 1.96 -1.135
C 4.3947 1.9180 1.2125 0.27 0.33 0.18 0.539
C 2.4638 3.9555 -1.8351 -0.81 0.36 1.50 1.971
C -4.3009 -2.0384 -0.1312 0.71 0.05 -0.77 -0.235
C -2.9812 -4.3804 -0.7138 0.87 -0.40 -0.93 0.516
C 2.0592 4.7527 -3.0642 0.43 -1.07 -0.28 -1.629
C 1.7943 -6.6128 -1.9428 0.81 1.24 0.65 -0.570
C 4.6614 -0.1155 -0.2978 -0.56 -0.73 0.87 -0.885
C 6.9993 2.7229 0.3721 -0.57 2.21 0.62 -0.841
C -2.8212 -1.4547 5.5445 -0.11 0.71 2.36 -0.966
C 1.4955 -6.4687 -0.5937 0.97 1.90 -0.70 -0.830
C -1.8555 -2.4139 3.5733 0.31 0.32 0.20 -0.630
C -3.8985 -2.2730 5.4881 0.16 -0.16 0.29 -0.907
C -0.8509 -1.4332 -2.7902 0.25 0.12 2.20 0.700
C -1.9719 2.1781 -1.4789 -1.13 0.77 1.30 -1.719
C 3.1768 2.6456 -2.1267 -0.31 0.42 -1.60 -1.899
C 1.8437 -5.2583 0.0529 0.37 -0.04 -1.53 0.120
C -5.2130 -3.8767 4.2354 -0.31 -1.84 -1.72 -0.775
C 0.1453 6.3591 -0.3175 -0.94 -1.04 -0.24 -1.546
C -5.5105 -1.8685 0.5010 -0.90 1.16 0.26 0.085
C -1.7827 -4.8365 -1.3217 -0.69 -0.26 1.33 -0.129
C 0.1362 5.0260 0.5249 -0.50 1.30 -0.22 1.543
C 4.4008 2.9858 3.9123 1.52 1.13 0.68 -0.790
C 2.7932 -4.4232 -2.0431 -0.90 -0.22 1.88 -0.401
C -2.3308 -1.3532 -4.4710 -1.79 1.50 -1.03 0.710
C 3.2790 4.8749 -0.8847 0.55 -0.85 -1.35 -1.687
C -6.1532 -0.2800 -1.2782 -0.90 -0.53 1.18 -0.702
C 2.5326 -4.2163 -0.6467 -0.68 -1.60 -0.92 0.499
C -4.1008 -1.4474 -1.4065 0.13 0.07 0.32 0.527
C -1.8533 -5.8141 -2.3017 1.11 0.21 -0.20 -0.348
C 5.1827 1.1188 0.3275 -0.62 -0.42 -0.23 0.923
C -3.0788 -3.0788 3.3618 -0.84 -0.65 -1.57 0.594
C -5.0537 -0.5706 -2.0234 2.25 -1.87 0.87 -0.465
C -3.4582 -3.6394 2.1026 -1.67 -1.30 -0.49 1.501
C -1.2161 4.7883 1.2083 -0.43 -1.34 0.22 -1.609
C -4.1701 -4.8743 -1.2462 -1.46 1.71 1.33 0.149
C -0.1869 1.8295 -3.1982 -0.64 -0.65 -0.17 -1.251
C -4.0712 -3.0920 4.3653 0.00 0.29 -0.12 0.791
H 2.8605 -1.5840 2.4544 -0.26 0.30 0.95 0.542
H 4.0732 3.6685 4.6846 -0.62 -0.12 0.35 0.304
H -3.1183 -1.7219 -1.8292 -0.77 0.55 -0.32 -0.739
H -2.1025 4.5118 0.5586 1.03 0.67 0.57 0.244
H -7.4227 -0.9194 0.3721 0.82 0.50 -0.09 0.287
H 3.2707 -3.6217 -2.5431 0.45 0.55 -0.58 0.471
H -1.7938 1.3151 -0.8349 0.45 -0.02 -0.16 0.283
H -0.9652 -0.8375 4.6908 0.37 -0.19 0.18 0.599
H 7.9251 3.1444 -0.0091 0.09 -0.44 0.02 0.354
H -1.0780 1.4612 -3.7590 0.89 -0.24 -0.10 0.495
H 1.6122 5.6925 -2.8189 -0.68 0.50 0.31 0.273
H -5.8011 -2.3418 1.4429 0.32 0.04 -0.35 0.090
H 5.2588 -0.4467 -1.1526 -0.10 -0.16 -0.06 0.163
H -6.2063 -5.4048 3.0415 -0.39 0.21 -0.02 0.403
H 1.7805 -7.5621 -2.3669 -0.68 -1.58 -0.90 0.505
H 2.6968 2.0914 -2.9542 0.15 0.28 0.30 0.367
H -0.8264 1.3710 3.1800 -1.40 -0.86 -1.31 0.440
H -1.4042 5.6657 1.8419 -0.40 -0.02 -0.23 0.486
H -1.5413 0.1274 2.4637 0.18 -0.33 0.14 0.072
H 5.4662 2.7364 4.2447 -1.17 -0.08 -0.78 0.314
H 1.0359 -7.2674 -0.0680 -0.34 -0.52 0.53 0.424
H -4.9559 -4.8633 1.0974 0.29 -0.30 -0.87 0.267
H -1.7954 4.7427 -2.6565 0.12 0.80 0.61 0.401
H 1.2700 -0.6871 -2.4090 -0.83 -0.56 0.17 -0.105
H 7.1446 1.0189 -0.7835 -1.27 -0.02 0.74 0.175
H 0.8482 6.1429 2.2517 -0.31 -0.36 0.07 0.485
H -2.7375 1.8886 -2.1735 -0.40 -0.48 -0.72 0.513
H 2.7435 -0.9960 -2.3017 0.77 -0.90 0.60 0.249
H 2.0730 5.5297 1.2442 0.68 0.05 -0.12 0.352
H 1.3938 4.1523 -3.7073 0.45 0.47 0.11 0.280
H 1.3535 4.4033 2.3404 -0.49 0.23 -0.27 0.082
H -0.2330 6.1503 -1.3393 -0.11 0.35 0.52 0.144
H -2.1881 3.5635 -3.7803 0.25 -0.56 0.08 0.469
H 3.7739 2.1088 3.8087 0.08 -0.06 -0.06 0.159
H 1.5567 -5.1856 1.0754 0.12 0.50 0.66 0.571
H 2.6766 -5.7657 -3.6664 0.31 -0.19 -1.80 0.515
H -2.6515 -0.8778 6.4973 -0.23 -0.29 -1.31 0.277
H -0.4585 7.1734 0.1482 0.39 -0.50 -0.18 0.395
H 1.1670 6.6780 -0.4502 0.20 0.36 0.08 0.464
H 1.6175 1.1872 3.9938 -0.26 0.48 -0.54 0.374
H 4.1921 2.8656 -2.4317 0.55 0.02 -0.16 0.521
H 3.2166 1.9481 -1.3250 0.01 -0.33 0.90 0.321
H -0.5402 4.2267 -3.8815 -1.19 -0.12 1.12 0.305
H -3.0390 -7.1137 -3.4795 -0.27 0.60 0.28 0.307
H -5.2198 -6.2183 -2.4834 -0.19 -0.08 -0.59 0.394
H -6.8667 0.4080 -1.6806 -0.55 0.24 -0.02 0.400
H 2.9176 -0.1341 2.4099 0.32 0.17 0.85 0.182
H 4.2764 5.0317 -1.3472 -0.33 0.12 0.14 0.598
H 2.7638 5.8129 -0.8054 0.07 0.52 0.15 0.338
H -5.0822 -4.3917 -0.7645 0.85 -1.00 -1.15 0.015
H 1.7712 2.1237 2.7409 -0.81 -0.50 1.53 -0.061
H -0.8553 -4.5368 -0.8350 0.12 0.09 -0.63 0.085
H -0.9035 -6.2064 -2.7249 -0.86 0.24 0.33 0.268
H -5.8609 -3.9888 5.0713 -0.54 0.13 0.58 0.382
H 0.5733 2.2172 -3.8702 -0.29 0.63 -0.26 0.189
H 2.9585 5.0339 -3.6053 0.37 -0.15 -0.48 0.494
H -4.9071 -0.2395 -3.0405 0.19 0.22 0.03 0.469
H -2.5271 2.9142 -0.8238 0.81 -0.47 -0.53 0.057
H 6.6792 4.4002 1.8159 -0.19 -0.17 -0.83 0.295
H -1.0987 3.9278 1.9289 -0.18 0.68 -0.71 0.234
H 0.3552 1.0290 -2.7499 -0.15 -0.78 0.53 0.009
H -4.6161 -2.3790 6.2845 -0.09 0.29 0.27 0.369
H 3.4759 4.4673 0.0941 -0.09 -0.29 0.29 -0.206
```
Positions in Å, forces in eV/Å.

Output
- largest force on an atom (eV/A) = 3.5
- HOMO energy (eV) = -2.308
- charge = -2
- E (eV) = -100274.52185
- 2S+1 = 1
- gap between HOMO and LUMO (eV) = 5.865

Entry 5:
Here is a 2-piece molecular cluster, C3H9NO2 overall at a distorted geometry from the OMol25 dataset. Energies are from ωB97M-V/def2-TZVPD.

```
15
Properties=species:S:1:pos:R:3:forces:R:3:mulliken_charge:R:1
O 0.7818 2.6493 2.0973 -0.23 -0.13 -0.64 -0.646
O -1.2467 -0.0049 0.6825 -0.90 -0.55 -1.22 -0.143
N -1.9900 -1.0129 -1.4120 0.25 2.08 4.49 -0.339
C 0.3154 -0.4582 -0.9168 2.79 -1.33 -0.09 -0.212
C 1.2589 -0.4422 0.3007 2.01 -0.65 -1.43 -1.250
C -1.0911 -0.4282 -0.4889 -2.33 -1.67 -3.65 0.604
H -1.7951 -1.0807 -2.4169 0.17 0.11 0.77 0.284
H 1.2997 0.4995 0.8703 0.51 -0.09 -0.83 0.334
H 0.6703 0.4206 -1.5482 -1.11 -1.22 0.28 0.299
H 0.9920 -1.1771 1.0311 -0.13 -0.79 0.23 0.443
H 2.2186 -0.8152 -0.2580 -1.15 1.23 1.91 0.318
H 0.4799 -1.5763 -1.3780 -0.67 2.95 0.56 0.357
H 1.0918 2.1129 2.8586 -1.10 0.16 -0.91 0.342
H -2.9534 -1.0433 -1.0302 0.62 -0.10 -1.07 0.305
H -0.0322 2.3566 1.6085 1.27 -0.01 1.62 0.303
```
Positions in Å, forces in eV/Å.

Output
- largest force on an atom (eV/A) = 4.9
- HOMO energy (alpha / beta) (eV) = -14.608 / -14.598
- charge = +1
- E (eV) = -8831.56017
- 2S+1 = 2
- gap between HOMO and LUMO (alpha / beta) (eV) = 9.655 / 5.046

Entry 6:
Here is one molecule with the formula C4H8N2O at a distorted geometry from the OMol25 dataset. Energies are from ωB97M-V/def2-TZVPD.

```
15
Properties=species:S:1:pos:R:3:forces:R:3:mulliken_charge:R:1
O 4.1525 0.6986 -0.2432 -1.08 -0.98 1.35 -0.489
N 3.2037 0.1861 0.3904 0.56 0.98 -1.36 -0.042
N 2.4662 -0.5656 -0.3993 -3.14 -0.88 0.34 -0.030
C -1.1160 1.1869 -0.2787 0.25 -0.48 0.37 -1.105
C -0.0759 -1.0194 0.9313 -3.25 -1.61 -2.00 -0.691
C 0.7734 -0.7478 -0.2578 2.37 0.96 -2.65 -0.082
C 0.0207 0.3482 0.4236 0.50 3.32 -0.62 0.126
H 2.8574 -0.5752 -1.3505 -0.55 0.01 0.13 0.282
H -2.0782 0.7514 0.1026 0.54 0.34 -1.04 0.270
H 0.4019 -1.0205 -1.3181 0.93 0.22 2.01 0.279
H -1.1036 -1.5840 0.7407 2.28 1.14 0.02 0.196
H 0.6494 1.1199 0.9449 -0.24 -1.48 -0.10 0.366
H -1.0991 2.2339 0.1926 0.11 -1.38 -1.25 0.299
H -0.9671 1.1596 -1.4447 -0.67 0.31 2.38 0.306
H 0.2829 -1.3303 1.8300 1.38 -0.46 2.43 0.315
```
Positions in Å, forces in eV/Å.

Output
- SMILES string = C[C@H]1C[C@@H]1NN=O
- largest force on an atom (eV/A) = 4.1
- HOMO energy (eV) = -9.366
- charge = 0
- E (eV) = -9300.42207
- 2S+1 = 1
- gap between HOMO and LUMO (eV) = 10.236